Version A
Entry from OMol25: the molecule C6H12N2 (wB97M-V/def2-TZVPD).

As for the SMILES: C=CN(C)N=C(C)C. The gap between HOMO and LUMO comes out at 8.64 eV. The calculation puts the LUMO energy at 1.055 eV.

Each atom is followed by the atoms it is bonded to, with distances in Å.
Cartesian coordinates (Å):
1 C -1.33011 -1.29925 1.34468  C2 1.337, H9 1.077, H10 1.075
2 C -1.34718 0.01079 1.07920  C1 1.337, N3 1.391, H11 1.081
3 N -0.23505 0.81780 0.86453  C2 1.391, C4 1.447, N5 1.360
4 C -0.07852 1.99850 1.68566  N3 1.447, H12 1.085, H13 1.096, H14 1.086
5 N 0.87000 0.46855 0.15313  N3 1.360, C6 1.267
6 C 0.80562 -0.20927 -0.91483  N5 1.267, C7 1.492, C8 1.568
7 C 2.07014 -0.43680 -1.67355  C6 1.492, H15 1.087, H16 1.092, H17 1.093
8 C -0.51449 -0.80995 -1.50947  C6 1.568, H18 1.086, H19 1.090, H20 1.092
9 H -0.43828 -1.89043 1.22522  C1 1.077
10 H -2.24124 -1.80734 1.60551  C1 1.075
11 H -2.24310 0.59561 1.23204  C2 1.081
12 H -0.98034 2.59744 1.62045  C4 1.085
13 H 0.76074 2.58886 1.29958  C4 1.096
14 H 0.09941 1.74319 2.72656  C4 1.086
15 H 2.03627 0.06344 -2.63848  C7 1.087
16 H 2.92195 -0.03382 -1.12267  C7 1.092
17 H 2.24334 -1.49685 -1.87573  C7 1.093
18 H -0.24709 -1.21780 -2.48017  C8 1.086
19 H -0.89671 -1.65520 -0.93681  C8 1.090
20 H -1.25535 -0.02743 -1.68486  C8 1.092

How positive or negative is each atom? The natural (NBO) charges in e answer that: atom 1 (C): -0.48, atom 2 (C): -0.01, atom 3 (N): -0.30, atom 4 (C): -0.39, atom 5 (N): -0.26, atom 6 (C): 0.25, atom 7 (C): -0.65, atom 8 (C): -0.69, atom 9 (H): 0.20, atom 10 (H): 0.21, atom 11 (H): 0.19, atom 12 (H): 0.19, atom 13 (H): 0.22, atom 14 (H): 0.18, atom 15 (H): 0.22, atom 16 (H): 0.23, atom 17 (H): 0.21, atom 18 (H): 0.21, atom 19 (H): 0.24, atom 20 (H): 0.23



Version B
Entry from OMol25: the molecule C6H12N2 (wB97M-V/def2-TZVPD).

As for the SMILES: C=C(C)C(C)=C(N)N. The gap between HOMO and LUMO comes out at 7.81 eV. The calculation puts the LUMO energy at 0.860 eV.

Each atom is followed by the atoms it is bonded to, with distances in Å.
Cartesian coordinates (Å):
1 C -2.32842 -0.44646 0.55981  C2 1.338, H9 1.075, H10 1.078
2 C -1.21762 0.12686 0.08164  C1 1.338, C3 1.557, C4 1.443
3 C -1.34648 1.58923 -0.43854  C2 1.557, H11 1.088, H12 1.091, H13 1.087
4 C 0.09027 -0.48356 0.09880  C2 1.443, C5 1.513, C6 1.369
5 C 0.20647 -1.85593 0.72570  C4 1.513, H14 1.087, H15 1.087, H16 1.092
6 C 1.24619 0.16516 -0.24438  C4 1.369, N7 1.397, N8 1.398
7 N 2.48649 -0.35034 0.14075  C6 1.397, H17 1.010, H18 1.008
8 N 1.37550 1.24905 -1.11771  C6 1.398, H19 1.007, H20 1.011
9 H -2.33880 -1.38309 1.08663  C1 1.075
10 H -3.28449 0.04357 0.47386  C1 1.078
11 H -2.28933 1.99286 -0.07648  C3 1.088
12 H -1.39860 1.58374 -1.52813  C3 1.091
13 H -0.55689 2.25433 -0.09782  C3 1.087
14 H 1.13560 -2.33755 0.43080  C5 1.087
15 H -0.62380 -2.47561 0.39625  C5 1.087
16 H 0.17503 -1.81212 1.81638  C5 1.092
17 H 3.25817 0.28405 -0.00710  N7 1.010
18 H 2.50393 -0.77015 1.05695  N7 1.008
19 H 0.62793 1.34151 -1.78604  N8 1.007
20 H 2.27883 1.28445 -1.57139  N8 1.011

How positive or negative is each atom? The natural (NBO) charges in e answer that: atom 1 (C): -0.47, atom 2 (C): 0.03, atom 3 (C): -0.64, atom 4 (C): -0.23, atom 5 (C): -0.63, atom 6 (C): 0.41, atom 7 (N): -0.82, atom 8 (N): -0.83, atom 9 (H): 0.19, atom 10 (H): 0.19, atom 11 (H): 0.22, atom 12 (H): 0.20, atom 13 (H): 0.23, atom 14 (H): 0.21, atom 15 (H): 0.22, atom 16 (H): 0.20, atom 17 (H): 0.37, atom 18 (H): 0.39, atom 19 (H): 0.39, atom 20 (H): 0.37



Going by the energies, version B is most stable and the next is 1.400 eV up.



Version A
Entry from OMol25: the molecule C6H12N2 (wB97M-V/def2-TZVPD).

As for the SMILES: C/C=N\N(C)C1CC1. The gap between HOMO and LUMO comes out at 9.32 eV. The calculation puts the LUMO energy at 1.117 eV.

Each atom is followed by the atoms it is bonded to, with distances in Å.
Cartesian coordinates (Å):
1 C -2.68012 -0.59176 -0.45564  C2 1.509, H9 1.181, H10 1.093, H11 1.278
2 C -1.66671 -0.70661 0.65634  C1 1.509, N3 1.283, H12 1.158
3 N -0.46012 -0.29943 0.50343  C2 1.283, N4 1.334
4 N -0.05350 0.48202 -0.49815  N3 1.334, C5 1.475, C6 1.450
5 C -0.44656 1.75025 0.14512  N4 1.475, H13 1.204, H14 1.182, H15 1.212
6 C 1.37326 0.26128 -0.63592  N4 1.450, C7 1.514, C8 1.554, H16 1.115
7 C 2.11197 -1.04402 -0.42925  C6 1.514, C8 1.454, H17 1.176, H18 1.094
8 C 2.13899 -0.09108 0.66927  C6 1.554, C7 1.454, H19 1.021, H20 1.104
9 H -3.14417 -1.54025 -0.98430  C1 1.181
10 H -2.15876 -0.13164 -1.29889  C1 1.093
11 H -3.68756 0.11136 -0.10507  C1 1.278
12 H -1.84743 -1.55255 1.42644  C2 1.158
13 H -0.34619 1.66930 1.34228  C5 1.204
14 H -1.60641 1.95307 0.03664  C5 1.182
15 H 0.03560 2.81430 -0.17772  C5 1.212
16 H 1.74954 1.01388 -1.36758  C6 1.115
17 H 3.13497 -1.24178 -0.97495  C7 1.176
18 H 1.50276 -1.88731 -0.08973  C7 1.094
19 H 1.84909 -0.32333 1.61987  C8 1.021
20 H 3.12886 0.36848 0.83657  C8 1.104

How positive or negative is each atom? The natural (NBO) charges in e answer that: atom 1 (C): -0.71, atom 2 (C): 0.09, atom 3 (N): -0.28, atom 4 (N): -0.32, atom 5 (C): -0.45, atom 6 (C): -0.05, atom 7 (C): -0.43, atom 8 (C): -0.45, atom 9 (H): 0.24, atom 10 (H): 0.24, atom 11 (H): 0.21, atom 12 (H): 0.19, atom 13 (H): 0.20, atom 14 (H): 0.21, atom 15 (H): 0.22, atom 16 (H): 0.22, atom 17 (H): 0.23, atom 18 (H): 0.23, atom 19 (H): 0.23, atom 20 (H): 0.20



Version B
Entry from OMol25: a cluster of 2 separate species, C6H12N2 in total (wB97M-V/def2-TZVPD).

As for the SMILES: Cc1c[nH]cn1.CC. The gap between HOMO and LUMO comes out at 9.39 eV. The calculation puts the LUMO energy at 0.863 eV.

Each atom is followed by the atoms it is bonded to, with distances in Å.
Cartesian coordinates (Å):
1 C -1.23827 -0.54580 -1.51770  C2 1.488, H7 1.091, H8 1.099, H9 1.085
2 C 0.14473 -0.16508 -1.12226  C1 1.488, C3 1.389, N6 1.366
3 C 1.18255 -1.04298 -0.83735  C2 1.389, N4 1.383, H10 1.072
4 N 2.23519 -0.23371 -0.45126  C3 1.383, C5 1.387, H11 1.009
5 C 1.72441 1.04933 -0.32374  N4 1.387, N6 1.295, H12 1.072
6 N 0.49024 1.09240 -0.71520  C2 1.366, C5 1.295
7 H -1.62142 0.19210 -2.22443  C1 1.091
8 H -1.87564 -0.44485 -0.62816  C1 1.099
9 H -1.30848 -1.61341 -1.70022  C1 1.085
10 H 1.15694 -2.06168 -1.17057  C3 1.072
11 H 2.99687 -0.73104 -0.01579  N4 1.009
12 H 2.46720 1.77479 -0.05854  C5 1.072
13 C -2.01266 0.65041 1.59959  C14 1.503, H15 1.099, H16 1.093, H17 1.082
14 C -1.56791 -0.54872 2.38872  C13 1.503, H18 1.093, H19 1.083, H20 1.107
15 H -2.47085 1.43881 2.21287  C13 1.099
16 H -1.12659 1.18993 1.25392  C13 1.093
17 H -2.57198 0.45466 0.69466  C13 1.082
18 H -0.78508 -0.27951 3.10182  C14 1.093
19 H -2.38010 -1.11811 2.82333  C14 1.083
20 H -0.83540 -1.12130 1.78700  C14 1.107

How positive or negative is each atom? The natural (NBO) charges in e answer that: atom 1 (C): -0.65, atom 2 (C): 0.11, atom 3 (C): -0.13, atom 4 (N): -0.54, atom 5 (C): 0.17, atom 6 (N): -0.47, atom 7 (H): 0.23, atom 8 (H): 0.22, atom 9 (H): 0.22, atom 10 (H): 0.22, atom 11 (H): 0.42, atom 12 (H): 0.20, atom 13 (C): -0.62, atom 14 (C): -0.62, atom 15 (H): 0.20, atom 16 (H): 0.22, atom 17 (H): 0.20, atom 18 (H): 0.21, atom 19 (H): 0.21, atom 20 (H): 0.21



Version C
Entry from OMol25: a cluster of 2 separate species, C6H12N2 in total (wB97M-V/def2-TZVPD).

As for the SMILES: N/C=C/N.C=CC=C. The gap between HOMO and LUMO comes out at 9.33 eV. The calculation puts the LUMO energy at 0.927 eV.

Each atom is followed by the atoms it is bonded to, with distances in Å.
Cartesian coordinates (Å):
1 N -0.83966 -2.64317 2.07882  C2 1.408, H5 1.009, H6 1.008
2 C -1.13558 -1.26945 1.98765  N1 1.408, C3 1.325, H7 1.088
3 C -1.37259 -0.66879 0.83085  C2 1.325, N4 1.422, H8 1.092
4 N -1.62482 0.72582 0.71599  C3 1.422, H9 1.012, H10 1.014
5 H -1.08302 -3.07343 2.95822  N1 1.009
6 H 0.07689 -2.94529 1.78789  N1 1.008
7 H -1.14793 -0.69077 2.90912  C2 1.088
8 H -1.39673 -1.28630 -0.06887  C3 1.092
9 H -2.48596 0.89248 0.21197  N4 1.012
10 H -0.88584 1.25152 0.26135  N4 1.014
11 C 1.17722 -0.39027 -2.60283  C12 1.328, H15 1.085, H16 1.081
12 C 1.09597 0.25896 -1.44720  C11 1.328, C13 1.460, H17 1.087
13 C 1.20505 1.70704 -1.29631  C12 1.460, C14 1.332, H18 1.085
14 C 1.15034 2.33107 -0.12104  C13 1.332, H19 1.082, H20 1.083
15 H 1.21280 0.14573 -3.54584  C11 1.085
16 H 1.18478 -1.46940 -2.66911  C11 1.081
17 H 0.96367 -0.31328 -0.53234  C12 1.087
18 H 1.51414 2.23857 -2.19064  C13 1.085
19 H 1.26334 3.40620 -0.08633  C14 1.082
20 H 1.12791 1.79277 0.81864  C14 1.083

How positive or negative is each atom? The natural (NBO) charges in e answer that: atom 1 (N): -0.86, atom 2 (C): -0.03, atom 3 (C): -0.08, atom 4 (N): -0.87, atom 5 (H): 0.37, atom 6 (H): 0.38, atom 7 (H): 0.18, atom 8 (H): 0.17, atom 9 (H): 0.36, atom 10 (H): 0.38, atom 11 (C): -0.36, atom 12 (C): -0.23, atom 13 (C): -0.22, atom 14 (C): -0.39, atom 15 (H): 0.19, atom 16 (H): 0.20, atom 17 (H): 0.21, atom 18 (H): 0.20, atom 19 (H): 0.21, atom 20 (H): 0.20



Going by the energies, version B is most stable and the next is 1.366 eV up.